Record 1
{"formula": "C27H35N5O3P2Ru", "method": "ωB97M-V with the def2-TZVPD basis set", "elements": ["Ru", "C", "C", "C", "C", "C", "C", "C", "C", "C", "H", "H", "H", "H", "H", "H", "H", "H", "H", "H", "H", "H", "H", "H", "H", "P", "P", "N", "N", "N", "N", "C", "C", "C", "C", "C", "C", "C", "C", "C", "C", "C", "C", "C", "C", "C", "C", "C", "C", "H", "H", "H", "H", "H", "H", "H", "H", "H", "H", "H", "H", "H", "H", "H", "H", "H", "H", "H", "H", "O", "N", "O", "O"], "coordinates": [[0.1196, -0.8777, -2.5325], [-0.9705, 1.3072, -1.2073], [-1.4776, 0.7017, -2.3738], [-1.3239, 1.3732, -3.7304], [-0.1345, 0.8854, -4.5685], [1.1009, 0.3663, -3.8602], [1.5821, 0.9778, -2.6924], [1.1600, 2.3275, -2.2651], [0.0189, 2.3989, -1.1971], [1.8519, -1.7915, -2.0238], [-1.4213, 1.0543, -0.2471], [-2.3818, 0.0755, -2.2603], [-1.3159, 2.4672, -3.6276], [-2.2376, 1.1158, -4.2890], [-0.5197, 0.0401, -5.1791], [0.1559, 1.6717, -5.2760], [1.7809, -0.3155, -4.4151], [2.5347, 0.6383, -2.2737], [0.8528, 2.9362, -3.1259], [2.0211, 2.8201, -1.7948], [0.4758, 2.4276, -0.1878], [-0.4810, 3.3755, -1.3636], [2.0544, -1.1183, -1.1724], [2.6352, -1.7032, -2.7889], [1.6755, -2.8223, -1.6815], [1.5759, -0.9435, -6.5672], [-2.2278, -0.1595, -6.6174], [2.9190, 0.1439, -7.0390], [2.1518, -2.2176, -7.6976], [-2.2569, 1.4306, -7.4100], [-3.7862, -0.6373, -7.4215], [0.3901, -0.2044, -7.7453], [-1.0029, -0.8739, -7.7931], [4.0499, 0.2363, -6.2229], [5.0090, 0.9997, -6.8669], [4.4902, 1.3483, -8.1507], [3.2081, 0.8095, -8.2304], [2.3072, -3.5221, -7.2253], [2.7257, -4.3318, -8.2746], [2.8725, -3.4919, -9.4316], [2.4809, -2.2097, -9.0551], [-2.6408, 2.5759, -6.7028], [-2.5574, 3.6747, -7.5371], [-2.1418, 3.2125, -8.8256], [-1.9426, 1.8371, -8.7129], [-4.5650, -0.1641, -8.4895], [-5.4134, -1.1871, -8.9171], [-5.1950, -2.3074, -8.0453], [-4.2242, -1.9378, -7.1279], [0.8282, -0.2831, -8.7505], [0.3004, 0.8657, -7.5112], [-1.3924, -0.7782, -8.8181], [-0.9351, -1.9539, -7.5768], [4.0524, -0.2805, -5.2726], [5.9772, 1.2698, -6.4665], [4.9932, 1.9032, -8.9325], [2.4974, 0.8374, -9.0478], [2.1092, -3.7210, -6.1769], [2.8940, -5.3965, -8.2174], [3.2377, -3.7939, -10.3983], [2.4116, -1.3111, -9.6494], [-2.9861, 2.4729, -5.6881], [-2.7894, 4.6929, -7.2698], [-2.0382, 3.7986, -9.7337], [-1.6284, 1.1187, -9.4615], [-4.4964, 0.8583, -8.8343], [-6.0874, -1.1694, -9.7617], [-5.6749, -3.2748, -8.0906], [-3.7944, -2.4516, -6.2797], [0.4049, -0.4329, 0.3272], [-0.3738, -1.4210, 0.2751], [-0.9053, -1.9540, 1.2429], [-0.6619, -1.9454, -0.9897]], "atomic_forces_ev_per_a": [[-0.10, -0.40, 2.05], [-1.55, -0.77, -1.78], [-0.40, 1.57, 1.74], [-0.08, 0.08, 0.04], [0.32, -0.17, -0.85], [0.99, 0.85, 0.25], [0.45, -0.75, -1.46], [-0.85, 0.87, 0.91], [1.04, 0.39, 0.44], [0.73, 0.17, 0.44], [0.21, -0.14, -0.24], [0.60, 0.11, 0.13], [0.06, -0.31, 0.04], [0.37, 0.17, 0.18], [0.36, 0.43, 0.31], [-0.08, -0.03, -0.09], [-0.62, 0.63, 0.75], [-0.42, -0.10, -0.19], [0.23, -0.32, 0.04], [-0.16, -0.10, -0.30], [-0.31, 0.10, -0.54], [-0.07, -0.48, 0.34], [0.41, -0.75, -0.10], [-0.22, -0.11, 0.22], [-0.06, 0.40, -0.26], [2.09, 1.06, -3.39], [-3.09, 1.25, -3.47], [-0.24, -0.46, 1.23], [-0.39, -1.63, 0.61], [0.47, 0.54, 0.82], [0.38, -0.95, 1.15], [-0.66, 0.01, -0.08], [0.30, -0.55, -0.25], [0.17, 0.57, -0.57], [-0.55, -0.55, 0.24], [-1.13, -0.72, 0.37], [0.65, 0.25, -0.10], [-0.40, 2.31, -0.37], [0.67, 0.41, -2.71], [0.00, -2.24, 1.85], [-0.32, 0.31, 1.46], [0.33, 0.24, -0.83], [-0.12, -0.76, 0.20], [0.15, -1.33, 0.57], [-0.16, 0.68, 0.10], [-0.01, -0.83, -0.35], [1.18, 0.37, 1.08], [0.77, 0.46, 0.43], [-0.40, 0.25, -1.00], [-0.14, 0.21, 0.40], [0.08, -0.19, -0.12], [-0.05, -0.18, 0.46], [-0.06, 0.22, -0.14], [0.15, 0.20, 0.00], [-0.14, -0.10, -0.08], [-0.15, -0.03, 0.17], [0.18, 0.26, 0.25], [0.06, -0.19, -0.24], [0.10, 0.06, -0.05], [-0.09, 0.00, -0.08], [0.07, -0.09, 0.05], [-0.03, 0.20, -0.02], [-0.08, -0.05, 0.01], [0.07, -0.18, 0.29], [-0.18, 0.27, 0.13], [0.20, -0.18, 0.01], [-0.03, 0.24, 0.22], [-0.05, 0.17, 0.05], [-0.09, -0.16, -0.09], [-1.18, -1.55, -0.59], [-0.47, -0.49, 1.33], [1.26, 1.20, -2.73], [0.03, 0.30, 1.68]], "lowdin_charge": [1.4228, -0.0429, -0.2144, -0.2072, -0.2737, -0.3680, -0.1067, -0.1329, -0.1347, -0.1684, 0.1340, 0.1321, 0.1301, 0.0588, -0.0116, 0.1357, 0.0013, 0.1259, 0.1281, 0.1395, 0.1379, 0.1546, 0.0185, 0.0283, 0.0481, 1.1491, 1.1174, -0.2562, -0.1971, -0.2625, -0.2544, -0.3953, -0.3714, -0.1450, -0.0604, -0.0438, -0.1406, -0.0021, 0.0363, 0.0454, 0.0234, -0.1456, -0.0706, -0.0581, -0.1513, -0.1164, -0.0657, -0.0843, -0.1825, 0.0619, 0.0817, 0.0854, 0.0782, 0.0955, 0.1101, 0.1134, 0.1005, 0.1343, 0.1309, 0.1309, 0.1256, 0.0903, 0.1023, 0.1084, 0.1053, 0.1040, 0.1022, 0.0990, 0.0876, -0.0218, -0.4304, 0.1446, -0.2436], "s2": 6.03, "spin_multiplicity": 5, "relative_energy_kcal_mol": 26.2, "charge": 2}

---

Record 2
{"formula": "C27H42CoI2NO9SbSi3", "method": "ωB97M-V with the def2-TZVPD basis set", "elements": ["Co", "O", "C", "C", "C", "C", "C", "C", "C", "O", "N", "O", "O", "H", "H", "H", "H", "C", "Si", "C", "C", "Sb", "Si", "C", "C", "C", "Si", "C", "C", "C", "H", "H", "H", "H", "H", "H", "H", "H", "H", "H", "H", "H", "H", "H", "H", "H", "H", "H", "H", "H", "H", "H", "H", "H", "H", "H", "H", "C", "H", "H", "H", "O", "C", "O", "C", "C", "C", "C", "O", "C", "O", "C", "C", "H", "H", "H", "H", "H", "C", "C", "O", "H", "H", "H", "I", "I"], "coordinates": [[-2.2686, -1.2716, 1.9631], [-0.2465, -0.9000, 2.4899], [0.1692, -0.2937, 3.4633], [-0.5705, 0.5989, 4.3267], [0.1650, 1.3001, 5.2757], [-0.4424, 2.2296, 6.0915], [-1.8260, 2.4771, 5.9791], [-2.5680, 1.7944, 5.0680], [-1.9934, 0.8012, 4.1970], [-2.7310, 0.1787, 3.3908], [0.3403, 2.9624, 7.0489], [1.5430, 2.7441, 7.1197], [-0.2288, 3.7841, 7.7589], [1.2405, -0.3908, 3.7185], [1.2295, 1.1271, 5.3696], [-2.2771, 3.2144, 6.6277], [-3.6320, 1.9651, 4.9704], [0.9298, 2.2179, -2.9237], [1.1886, 0.3623, -3.1546], [2.6974, 0.1910, -4.2800], [-0.2660, -0.3537, -4.1160], [1.2065, -0.6963, -0.8291], [3.4591, 0.1981, -0.0536], [4.9326, 0.3792, -1.2225], [3.1187, 1.9289, 0.6119], [4.0448, -0.8777, 1.3813], [1.9075, -3.0408, -1.5468], [0.4439, -3.8764, -2.3781], [2.4226, -4.0098, -0.0246], [3.3417, -3.1232, -2.7805], [0.5119, 2.6579, -3.8349], [1.8802, 2.7163, -2.7111], [0.2453, 2.4327, -2.1019], [2.5379, 0.8117, -5.1686], [2.8396, -0.8391, -4.6091], [3.6195, 0.5173, -3.7987], [-0.6215, 0.3743, -4.8521], [-1.1043, -0.6172, -3.4664], [0.0426, -1.2550, -4.6532], [4.7619, 1.1609, -1.9648], [5.1677, -0.5450, -1.7524], [5.8085, 0.6639, -0.6301], [2.8507, 2.6121, -0.1982], [4.0008, 2.3290, 1.1209], [2.2872, 1.9203, 1.3200], [4.6249, -1.7285, 1.0158], [3.2086, -1.2759, 1.9594], [4.6836, -0.2984, 2.0546], [-0.2517, -4.2413, -1.6225], [0.7904, -4.7153, -2.9897], [-0.1082, -3.1859, -3.0191], [1.7003, -3.8668, 0.7800], [3.4081, -3.7010, 0.3306], [2.4648, -5.0772, -0.2624], [2.9989, -2.8909, -3.7909], [3.7461, -4.1408, -2.7891], [4.1530, -2.4359, -2.5367], [-4.1756, -1.3749, 1.5648], [-4.4996, -0.3588, 1.7939], [-4.6814, -2.0903, 2.2098], [-4.3264, -1.6028, 0.5119], [-2.8412, -0.9269, -1.5597], [-2.4539, -0.0597, -0.7764], [-1.9543, -0.2391, 0.3826], [-2.4953, 1.3931, -1.2113], [-2.1256, 2.4013, -0.3310], [-2.1179, 3.7441, -0.7197], [-2.4863, 4.0099, -2.0146], [-2.5356, 5.2310, -2.6517], [-3.0163, 4.9650, -3.9647], [-3.1603, 3.5613, -4.1213], [-2.8600, 3.0096, -2.8899], [-2.8809, 1.6907, -2.5243], [-1.8374, 2.1154, 0.6715], [-1.8227, 4.5331, -0.0416], [-2.2943, 5.3404, -4.6946], [-3.9901, 5.4486, -4.0978], [-3.1633, 0.8915, -3.1949], [-2.9246, -3.8096, 0.2966], [-1.8475, -2.9979, 0.9767], [-0.7045, -3.0460, 0.6182], [-3.1406, -3.2898, -0.6400], [-3.8221, -3.8970, 0.8981], [-2.5122, -4.7978, 0.0869], [-2.2607, -3.3503, 3.5507], [-2.6469, -5.4970, 6.5002]], "atomic_forces_ev_per_a": [[0.11, -0.46, 0.16], [0.01, -0.17, 0.04], [-0.03, 0.09, -0.06], [0.00, -0.06, 0.04], [-0.04, 0.04, 0.01], [0.04, -0.02, -0.02], [-0.02, 0.00, -0.02], [-0.02, 0.00, 0.03], [0.04, 0.01, 0.02], [0.05, 0.00, -0.17], [0.01, 0.01, 0.04], [-0.01, 0.00, -0.01], [0.00, 0.00, -0.02], [0.02, 0.03, -0.04], [0.00, 0.00, 0.00], [0.00, 0.00, 0.01], [0.00, -0.01, 0.01], [0.01, -0.02, 0.01], [-0.03, 0.09, -0.07], [-0.02, -0.02, 0.00], [-0.01, 0.00, 0.04], [0.02, 0.05, -0.15], [0.08, 0.05, 0.14], [-0.04, -0.02, -0.02], [-0.02, -0.02, -0.02], [-0.01, 0.00, -0.03], [0.05, -0.11, -0.02], [-0.01, 0.05, 0.03], [-0.02, 0.04, -0.02], [-0.02, 0.02, 0.00], [0.03, 0.01, -0.01], [-0.01, -0.01, 0.02], [-0.06, 0.00, 0.02], [0.01, -0.01, -0.01], [0.00, 0.01, 0.00], [-0.01, 0.01, 0.01], [0.01, -0.02, -0.02], [0.00, 0.02, 0.01], [-0.02, 0.00, 0.02], [-0.01, 0.01, 0.00], [0.00, 0.00, 0.01], [0.01, 0.00, -0.02], [0.00, 0.00, 0.01], [0.00, 0.01, -0.01], [0.01, -0.01, 0.01], [-0.01, -0.01, 0.00], [-0.01, 0.02, 0.00], [0.02, -0.01, -0.01], [0.00, 0.01, 0.02], [-0.02, -0.02, 0.02], [0.03, 0.00, -0.03], [-0.02, -0.01, 0.00], [0.00, 0.00, 0.00], [0.01, 0.00, 0.01], [0.01, 0.00, 0.01], [-0.01, 0.00, -0.01], [0.00, -0.01, 0.02], [-0.16, 0.02, -0.02], [0.01, -0.01, 0.01], [0.01, 0.00, 0.00], [0.02, 0.01, 0.00], [-0.01, 0.02, 0.01], [-0.01, -0.17, -0.07], [-0.09, 0.34, 0.16], [0.08, -0.01, -0.01], [0.00, -0.02, -0.01], [0.03, -0.01, -0.01], [-0.01, 0.01, 0.00], [0.01, 0.00, 0.00], [-0.01, 0.00, 0.01], [0.02, 0.00, -0.01], [0.00, 0.00, 0.00], [0.02, 0.00, 0.00], [0.01, 0.01, 0.00], [-0.01, 0.01, 0.00], [-0.01, 0.00, 0.00], [0.00, 0.00, 0.00], [0.00, 0.00, 0.00], [0.00, -0.02, 0.09], [0.15, 0.19, -0.44], [-0.07, -0.09, 0.21], [-0.01, 0.00, 0.00], [0.00, 0.01, 0.00], [-0.01, 0.00, -0.01], [-0.06, 0.28, 0.04], [-0.01, -0.11, 0.10]], "lowdin_charge": [0.2101, -0.0708, -0.1798, -0.1013, 0.0414, -0.1769, -0.0099, 0.0081, -0.3311, -0.0687, -0.3757, 0.0310, 0.0255, 0.1296, 0.1227, 0.1104, 0.1128, -0.2283, 0.2761, -0.2231, -0.2281, 0.9724, 0.2545, -0.2338, -0.2426, -0.2358, 0.2858, -0.2142, -0.2236, -0.2294, 0.0259, 0.0173, 0.0076, 0.0255, 0.0029, 0.0000, 0.0260, 0.0048, 0.0188, 0.0095, 0.0056, 0.0245, 0.0130, 0.0242, 0.0204, 0.0151, 0.0181, 0.0247, 0.0148, 0.0254, 0.0126, 0.0218, 0.0093, 0.0295, 0.0075, 0.0234, 0.0010, -0.1365, 0.0227, -0.0068, 0.0125, 0.0211, -0.6132, -0.1418, -0.1185, -0.0125, 0.0102, -0.2243, 0.0162, -0.1600, 0.0160, -0.2063, 0.0632, 0.1184, 0.1158, 0.1294, 0.1297, 0.1269, -0.1041, -0.6423, -0.0662, 0.0746, 0.0452, 0.0818, 0.6159, -0.8037], "s2": 1.13, "spin_multiplicity": 2, "relative_energy_kcal_mol": 0.0, "charge": -2}

---

Record 3
{"formula": "C8H7FN3O2S", "method": "ωB97M-V with the def2-TZVPD basis set", "elements": ["O", "S", "O", "F", "C", "N", "C", "N", "C", "C", "C", "C", "C", "N", "C", "H", "H", "H", "H", "H", "H", "H"], "coordinates": [[4.1734, 0.7657, 0.3728], [2.7048, 1.1406, 0.2716], [2.2078, 1.3555, 1.6686], [2.6067, 2.4743, -0.7231], [1.8719, -0.3159, -0.4819], [2.3718, -1.4217, -1.2940], [1.3113, -2.3354, -1.6603], [0.0329, -1.9149, -1.1067], [0.3811, -0.6913, -0.4037], [-0.8588, 0.0621, 0.2923], [-1.8692, 0.7976, -0.6551], [-3.0503, 1.4427, 0.1711], [-2.9906, 1.2386, 1.7017], [-2.0263, 0.5938, 2.5212], [-0.9401, -0.0075, 1.8307], [3.3555, -1.5336, -1.6079], [1.3500, -3.2720, -2.3043], [-0.9017, -2.3430, -1.1736], [-1.7840, 0.8463, -1.7878], [-3.9068, 1.9960, -0.3664], [-3.8868, 1.6908, 2.2760], [-0.1526, -0.5687, 2.4586]], "atomic_forces_ev_per_a": [[-4.75, 0.99, -2.17], [5.49, -0.52, 5.06], [-0.53, 0.04, -5.07], [-0.60, -2.89, 1.67], [-5.59, -3.29, -1.62], [-3.49, -0.97, -0.19], [-0.66, 1.91, 1.33], [7.22, 2.70, 0.09], [-0.26, 1.53, 0.77], [-0.17, 0.59, -0.13], [-1.07, -0.08, 5.55], [3.54, -2.45, 0.60], [0.15, 0.15, -1.40], [0.53, -0.08, -4.53], [-2.17, 1.43, -2.20], [-0.93, 0.00, 0.31], [0.57, 1.54, 1.03], [0.75, 0.25, 0.03], [0.00, -0.10, 1.79], [1.58, -0.99, 1.21], [1.77, -0.85, -0.92], [-1.39, 1.10, -1.24]], "lowdin_charge": [-0.2973, 0.8426, -0.2556, -0.1742, -0.1385, 0.1043, 0.0560, 0.1569, -0.0897, -0.1281, 0.0251, -0.0085, -0.0977, 0.0361, -0.0547, 0.1886, 0.1720, 0.1870, 0.1072, 0.1114, 0.1216, 0.1356], "smiles": "O=S(=O)(F)c1[nH]c[nH+]c1-c1cccnc1", "relative_energy_kcal_mol": 0.0, "charge": 1}